# C6H15INO2S

A cluster of 2 separate species, C6H15INO2S in total at a distorted geometry (ωB97M-V with the def2-TZVPD basis set, the Open Molecules 2025 dataset).

gap between HOMO and LUMO: 6.2 eV
calculated total energy: -1138.3409 a.u.
total charge: +1

CARTESIAN COORDINATES (ANGSTROEM)
I 1.165 0.986 4.363
N 1.480 1.154 2.329
C 0.177 1.293 1.515
C -0.602 -0.168 1.553
O 0.222 -1.252 0.962
C 1.458 -1.446 1.765
C 2.253 0.014 1.704
H 1.994 2.075 2.187
H -0.480 2.194 1.875
H 0.487 1.499 0.393
H -0.905 -0.504 2.653
H -1.633 -0.138 0.953
H 2.151 -2.220 1.175
H 1.209 -1.800 2.852
H 2.329 0.267 0.540
H 3.342 -0.036 2.135
C -2.730 0.029 -3.339
S -1.475 0.545 -2.142
O -0.843 1.801 -2.665
C -0.334 -0.819 -2.476
H -3.539 0.764 -3.333
H -2.294 -0.022 -4.339
H -3.128 -0.948 -3.052
H -0.048 -0.817 -3.531
H -0.812 -1.766 -2.218
H 0.558 -0.685 -1.859

---

# C41H33CeN2O3S5Si

A structure of composition C41H33CeN2O3S5Si at a distorted geometry (ωB97M-V with the def2-TZVPD basis set, the Open Molecules 2025 dataset).

gap between HOMO and LUMO (alpha / beta): 5.0 / 5.0 eV
calculated total energy: -4672.6626 a.u.
total charge: +1

CARTESIAN COORDINATES (ANGSTROEM)
Ce 15.117 13.372 12.766
O 14.733 18.701 9.951
C 13.491 18.225 10.081
C 12.475 19.099 9.679
C 11.145 18.725 9.775
C 10.782 17.522 10.414
C 11.828 16.720 10.814
C 13.182 16.920 10.598
C 14.176 15.917 11.111
O 13.781 14.719 11.458
N 15.445 16.299 11.078
N 16.268 15.283 11.485
C 17.516 15.514 11.559
S 18.443 14.025 11.798
C 19.872 14.845 12.612
C 19.939 16.172 11.891
S 18.424 16.976 11.565
H 15.277 18.008 10.397
H 12.651 20.024 9.236
H 10.271 19.337 9.526
H 9.723 17.286 10.577
H 11.527 15.812 11.351
H 20.722 14.263 12.274
H 19.742 14.991 13.694
H 20.540 16.069 10.966
H 20.540 16.811 12.543
C 9.713 8.670 14.767
C 9.276 9.930 14.479
C 10.050 10.712 13.583
C 11.252 10.229 13.025
C 11.685 8.923 13.395
C 10.883 8.131 14.235
Si 12.175 11.284 11.786
C 13.951 10.962 11.338
C 14.948 10.393 12.069
C 16.316 10.422 11.709
C 16.752 11.158 10.656
C 15.805 11.694 9.745
C 14.406 11.560 10.062
C 11.060 11.813 10.392
C 10.465 10.724 9.592
C 9.539 11.038 8.631
C 9.226 12.330 8.344
C 9.830 13.417 8.926
C 10.737 13.161 9.963
H 9.190 8.060 15.526
H 8.373 10.339 14.910
H 9.583 11.658 13.344
H 12.650 8.605 12.995
H 11.197 7.058 14.351
H 14.633 9.852 12.947
H 17.073 10.076 12.336
H 17.842 11.210 10.458
H 16.305 12.081 8.942
H 13.648 11.918 9.329
H 10.752 9.700 9.873
H 9.027 10.190 8.136
H 8.448 12.509 7.643
H 9.470 14.389 8.625
H 11.335 13.927 10.436
O 14.541 13.345 14.841
C 14.121 14.154 15.988
C 12.611 13.928 16.108
C 11.863 13.482 17.198
C 10.518 13.255 16.824
C 10.286 13.520 15.470
S 11.721 13.914 14.667
C 14.879 13.550 17.165
C 15.541 14.084 18.195
C 16.215 13.072 19.011
C 16.035 11.837 18.471
S 15.068 11.822 17.069
C 14.465 15.599 15.619
C 13.583 16.565 15.177
C 14.114 17.518 14.276
C 15.447 17.321 13.962
S 15.979 15.831 14.771
H 12.284 13.264 18.163
H 9.795 12.995 17.512
H 9.292 13.537 14.976
H 15.415 15.128 18.422
H 16.783 13.366 19.857
H 16.362 10.881 18.890
H 12.497 16.655 15.473
H 13.512 18.320 13.952
H 16.010 17.949 13.327

---

# C27H66AlB2FNO11S5

A structure of composition C27H66AlB2FNO11S5 at a distorted geometry (ωB97M-V with the def2-TZVPD basis set, the Open Molecules 2025 dataset).

gap between HOMO and LUMO: 5.7 eV
calculated total energy: -4333.7749 a.u.
total charge: -1

CARTESIAN COORDINATES (ANGSTROEM)
C 2.248 7.904 3.738
C 1.920 7.517 2.508
C 1.675 6.130 1.940
B 0.419 5.449 2.671
O 0.132 5.765 3.993
N -0.403 4.451 1.982
C -1.097 3.564 2.924
C -1.406 5.026 1.068
O 1.152 6.388 0.618
Al 1.875 5.317 -0.604
C 1.047 3.541 -1.038
C 1.809 2.328 -0.446
C 0.947 1.406 0.452
C 1.499 1.202 1.864
C 1.094 -0.134 2.513
C -0.011 -0.017 3.557
O -1.316 0.214 3.068
C -1.839 -0.807 2.248
C 2.480 6.340 -2.229
B 1.548 7.522 -2.473
O 1.861 8.823 -2.038
O 0.306 7.394 -3.130
O 3.305 5.021 0.438
C 2.900 5.120 1.764
C 4.132 5.261 2.656
F 4.680 6.551 2.657
C 3.953 4.780 4.102
C 5.042 3.795 4.529
H 2.737 7.270 4.465
H 2.063 8.931 4.038
H 1.740 8.292 1.768
H -0.786 6.013 4.123
H -0.444 3.276 3.746
H -1.435 2.671 2.396
H -1.995 4.033 3.361
H -1.821 5.977 1.433
H -0.969 5.221 0.092
H -2.216 4.307 0.934
H -0.009 3.470 -0.775
H 1.078 3.454 -2.135
H 2.694 2.637 0.119
H 2.188 1.715 -1.273
H 0.883 0.412 -0.009
H -0.076 1.787 0.474
H 2.592 1.251 1.821
H 1.195 2.016 2.527
H 0.825 -0.867 1.746
H 1.952 -0.551 3.053
H -0.006 -0.900 4.217
H 0.205 0.851 4.185
H -1.441 -1.789 2.536
H -1.591 -0.651 1.196
H -2.921 -0.794 2.379
H 2.542 5.626 -3.055
H 3.487 6.675 -1.967
H 1.789 8.888 -1.083
H -0.264 6.744 -2.717
H 2.515 4.124 2.079
H 4.879 4.632 2.161
H 3.942 5.640 4.769
H 2.997 4.253 4.158
H 5.994 4.298 4.713
H 5.215 3.059 3.740
H 4.757 3.241 5.426
C -0.046 0.292 -3.421
S -1.602 1.138 -3.133
O -1.664 1.453 -1.686
C -2.673 -0.288 -3.359
H 0.743 1.028 -3.271
H 0.060 -0.521 -2.701
H -0.020 -0.085 -4.444
H -2.378 -1.065 -2.652
H -2.595 -0.651 -4.386
H -3.694 0.031 -3.160
C -2.077 -5.040 1.281
S -0.865 -4.296 0.178
O -1.328 -2.902 -0.071
C -1.281 -5.265 -1.265
H -2.004 -4.534 2.242
H -3.074 -4.905 0.861
H -1.850 -6.100 1.402
H -2.338 -5.126 -1.500
H -1.071 -6.317 -1.075
H -0.664 -4.923 -2.093
C 2.518 -6.268 -5.349
S 0.788 -5.872 -5.075
O 0.702 -5.266 -3.723
C 0.222 -7.570 -4.912
H 3.058 -5.327 -5.427
H 2.892 -6.844 -4.503
H 2.619 -6.830 -6.278
H 0.763 -8.056 -4.101
H 0.386 -8.091 -5.857
H -0.840 -7.549 -4.677
C -2.059 -10.678 -0.712
S -0.870 -9.924 -1.828
O -1.361 -8.550 -2.110
C -1.288 -10.927 -3.260
H -1.989 -10.153 0.239
H -3.060 -10.567 -1.127
H -1.809 -11.729 -0.572
H -2.345 -10.799 -3.492
H -1.060 -11.972 -3.049
H -0.678 -10.579 -4.091
C -5.268 -2.642 1.067
S -5.196 -2.082 -0.638
O -6.524 -2.381 -1.243
C -4.057 -3.346 -1.208
H -5.965 -1.994 1.594
H -5.622 -3.673 1.091
H -4.277 -2.559 1.512
H -4.495 -4.330 -1.025
H -3.101 -3.232 -0.691
H -3.915 -3.195 -2.277

---

# C19H43MgN2O2P2

A structure of composition C19H43MgN2O2P2 at a distorted geometry (ωB97M-V with the def2-TZVPD basis set, the Open Molecules 2025 dataset).

gap between HOMO and LUMO: 8.2 eV
calculated total energy: -1892.3887 a.u.
total charge: +1

CARTESIAN COORDINATES (ANGSTROEM)
Mg -0.639 -0.020 0.078
P 0.066 -2.115 -1.206
P 0.262 2.340 0.601
N 0.362 0.773 -2.037
C 0.956 -1.571 -2.715
H 1.844 -2.203 -2.864
H 0.283 -1.715 -3.578
C 1.389 -0.096 -2.650
H 2.322 0.020 -2.082
H 1.612 0.273 -3.667
C 0.701 2.236 -2.164
H -0.213 2.765 -2.476
H 1.451 2.358 -2.960
C 1.257 2.820 -0.865
H 1.308 3.917 -0.931
H 2.276 2.435 -0.692
C 1.054 2.948 2.153
C 1.869 1.804 2.778
H 2.786 1.577 2.229
H 1.271 0.884 2.834
H 2.150 2.063 3.806
C -1.324 3.266 0.377
C -2.413 2.784 1.361
H -3.368 2.731 0.821
H -2.546 3.480 2.198
H -2.231 1.778 1.766
C -1.563 -2.804 -1.785
C -2.312 -3.579 -0.689
H -3.374 -3.629 -0.964
H -2.261 -3.075 0.285
H -1.958 -4.612 -0.576
C 1.048 -3.491 -0.485
C 0.546 -3.847 0.920
H 1.311 -4.437 1.444
H -0.369 -4.450 0.877
H 0.337 -2.965 1.535
C 2.179 -0.551 0.435
O 3.213 -0.810 0.864
C -1.113 4.787 0.371
H -0.090 5.088 0.635
H -1.313 5.179 -0.634
H -1.807 5.284 1.061
C -1.508 -3.564 -3.115
H -2.154 -4.454 -3.077
H -1.878 -2.908 -3.914
H -0.504 -3.890 -3.403
C 1.111 -4.724 -1.377
H 1.746 -5.476 -0.892
H 0.121 -5.172 -1.523
H 1.551 -4.511 -2.358
C 0.087 3.488 3.210
H -0.665 2.746 3.506
H 0.656 3.744 4.113
H -0.433 4.396 2.892
H 1.734 3.758 1.833
H 2.066 -3.076 -0.390
H -1.647 2.955 -0.633
H -2.144 -1.881 -1.967
H -0.522 0.627 -2.540
H -2.061 0.373 -0.935
C -1.916 -1.156 3.914
C -0.691 -1.046 3.083
N 0.456 -1.461 3.638
O -0.680 -0.584 1.893
H -1.660 -1.592 4.893
H -2.659 -1.800 3.420
H -2.367 -0.165 4.075
H 1.327 -1.439 3.105
H 0.450 -1.846 4.577

---

# C53H62NO8Pd

A structure of composition C53H62NO8Pd at a distorted geometry (ωB97M-V with the def2-TZVPD basis set, the Open Molecules 2025 dataset).

gap between HOMO and LUMO (alpha / beta): 5.1 / 5.7 eV
⟨S²⟩: 2.01
calculated total energy: -2841.3323 a.u.
2S+1: 3
total charge: -1

CARTESIAN COORDINATES (ANGSTROEM)
Pd -0.417 -0.217 0.453
C -4.192 -0.584 -0.658
O -2.792 -0.587 -0.461
C -2.098 -0.238 -1.625
C -1.678 -1.260 -2.483
C -1.704 -2.719 -2.076
C -0.973 -3.180 -0.817
C -1.305 -4.428 -0.309
C -0.663 -4.991 0.788
C 0.280 -4.193 1.448
C 0.640 -2.939 1.009
C 1.524 -2.083 1.919
C 2.498 -1.114 1.273
C 3.663 -1.609 0.708
C 4.615 -0.775 0.131
C 4.290 0.571 0.014
C 3.126 1.116 0.553
C 2.872 2.596 0.307
C 1.473 3.158 0.083
C 1.305 4.529 0.257
C 0.117 5.186 -0.033
C -0.955 4.394 -0.458
C -0.848 3.028 -0.630
C -2.097 2.215 -0.955
C -1.903 1.104 -1.963
C -1.538 1.406 -3.271
C -1.317 0.415 -4.216
C -1.316 -0.908 -3.774
C -1.148 0.721 -5.703
C -2.311 0.055 -6.459
C 0.186 0.170 -6.221
C -1.201 2.222 -5.998
C 0.409 2.383 -0.431
O 0.603 1.143 -0.775
C -0.056 6.700 0.082
C 1.232 7.403 0.514
C -0.470 7.275 -1.282
C -1.146 7.024 1.116
C 2.300 0.274 1.292
O 1.242 0.798 2.031
C 1.633 1.564 3.152
C 5.958 -1.353 -0.320
C 5.742 -2.325 -1.486
C 6.600 -2.105 0.858
C 6.932 -0.257 -0.757
C 0.093 -2.441 -0.228
O 0.633 -1.432 -0.843
C -0.938 -6.408 1.284
C -1.909 -7.161 0.373
C 0.381 -7.198 1.319
C -1.536 -6.361 2.698
H -4.561 0.422 -0.885
H -4.640 -0.935 0.272
H -4.473 -1.250 -1.480
H -1.303 -3.294 -2.917
H -2.750 -3.025 -1.964
H -2.091 -4.981 -0.815
H 0.729 -4.562 2.366
H 2.090 -2.772 2.551
H 0.857 -1.523 2.578
H 3.816 -2.682 0.730
H 4.947 1.241 -0.526
H 3.455 2.847 -0.586
H 3.330 3.168 1.122
H 2.160 5.096 0.614
H -1.917 4.860 -0.653
H -2.864 2.909 -1.311
H -2.451 1.777 -0.021
H -1.419 2.453 -3.522
H -1.027 -1.703 -4.454
H -2.301 -1.027 -6.329
H -2.246 0.279 -7.528
H -3.265 0.432 -6.083
H 0.239 -0.913 -6.103
H 1.016 0.610 -5.666
H 0.308 0.405 -7.282
H -2.142 2.656 -5.655
H -1.131 2.382 -7.076
H -0.377 2.754 -5.519
H 2.037 7.224 -0.202
H 1.557 7.064 1.499
H 1.061 8.481 0.568
H 0.298 7.066 -2.029
H -0.605 8.359 -1.216
H -1.405 6.836 -1.630
H -0.888 6.588 2.083
H -2.111 6.618 0.810
H -1.252 8.106 1.238
H 2.349 2.342 2.880
H 2.076 0.924 3.923
H 0.726 2.029 3.535
H 5.055 -3.124 -1.205
H 6.691 -2.778 -1.788
H 5.316 -1.803 -2.345
H 5.977 -2.937 1.186
H 6.739 -1.430 1.705
H 7.575 -2.505 0.568
H 6.573 0.261 -1.648
H 7.906 -0.693 -0.991
H 7.069 0.475 0.040
H -1.530 -7.204 -0.650
H -2.892 -6.686 0.364
H -2.035 -8.185 0.732
H 0.832 -7.226 0.326
H 0.203 -8.226 1.650
H 1.098 -6.742 2.001
H -2.468 -5.792 2.698
H -0.850 -5.883 3.398
H -1.745 -7.372 3.061
O -1.589 -1.176 2.090
C -1.962 -0.043 2.490
O -1.590 1.007 1.910
C -2.859 0.048 3.676
C -3.466 -1.102 4.179
C -4.311 -1.028 5.265
C -4.548 0.208 5.865
C -3.941 1.364 5.376
C -3.106 1.278 4.283
N -5.422 0.289 7.002
O -5.610 1.375 7.516
O -5.947 -0.730 7.409
H -3.253 -2.042 3.688
H -4.797 -1.904 5.668
H -4.150 2.302 5.867
H -2.627 2.157 3.872

---

# C31H34BCaN8O

A structure of composition C31H34BCaN8O at a distorted geometry (ωB97M-V with the def2-TZVPD basis set, the Open Molecules 2025 dataset).

gap between HOMO and LUMO (alpha / beta): 6.1 / 7.9 eV
⟨S²⟩: 0.77
calculated total energy: -2417.5067 a.u.
2S+1: 2

CARTESIAN COORDINATES (ANGSTROEM)
Ca -0.646 0.126 0.047
C -1.322 -1.262 -4.338
C 0.201 -1.205 -4.270
C 0.651 0.259 -4.241
C 0.786 -1.940 -3.084
C 0.016 -2.445 -2.042
C 0.614 -3.112 -0.978
C 1.991 -3.262 -0.905
C 2.647 -3.912 0.278
C 2.762 -2.767 -1.956
C 2.166 -2.130 -3.026
H -1.664 -0.791 -5.257
H -1.757 -0.730 -3.492
H -1.675 -2.291 -4.333
H 0.598 -1.666 -5.183
H 0.242 0.754 -3.361
H 0.304 0.776 -5.134
H 1.735 0.332 -4.201
H -1.066 -2.402 -2.076
H -0.015 -3.546 -0.209
H 3.438 -4.594 -0.029
H 1.923 -4.462 0.871
H 3.100 -3.152 0.917
H 3.837 -2.897 -1.927
H 2.779 -1.780 -3.844
C -0.380 3.245 3.224
C -0.859 1.994 2.828
N -0.846 1.897 1.509
N -0.378 3.046 1.028
C -0.077 3.880 2.041
B -0.112 3.300 -0.466
N 1.183 2.564 -0.821
C 2.426 3.035 -1.007
C 3.275 1.956 -1.143
C 2.444 0.841 -1.013
N 1.193 1.225 -0.820
N -1.265 2.774 -1.347
C -1.848 3.458 -2.348
C -2.866 2.686 -2.862
C -2.823 1.517 -2.104
N -1.853 1.587 -1.207
N -0.063 4.804 -0.649
C -1.093 5.613 -0.297
C -0.734 6.906 -0.585
C 0.555 6.789 -1.122
N 0.939 5.529 -1.155
H -0.271 3.631 4.218
H -1.216 1.179 3.430
H 0.338 4.855 1.878
H 2.604 4.091 -1.043
H 4.333 1.974 -1.310
H 2.682 -0.208 -1.071
H -1.517 4.432 -2.647
H -3.537 2.939 -3.655
H -3.456 0.649 -2.159
H -1.994 5.216 0.127
H -1.310 7.795 -0.431
H 1.208 7.561 -1.477
C -1.310 -1.606 1.470
C -2.345 -2.184 1.913
C -3.656 -2.645 1.862
C -4.720 -1.764 1.564
C -6.024 -2.200 1.606
C -6.326 -3.507 1.974
C -5.291 -4.390 2.265
C -3.980 -3.979 2.195
H -4.481 -0.745 1.281
H -6.823 -1.518 1.350
H -7.357 -3.827 2.046
H -5.519 -5.407 2.560
H -3.170 -4.657 2.434
C 0.053 -1.858 3.406
O -0.103 -1.312 2.099
H 0.138 -1.051 4.138
H 0.959 -2.469 3.433
H -0.812 -2.480 3.652